[1]
DFT (wB97M-V/def2-TZVPD) results for a molecular structure, C17H31MgN5O6S3.

ORCA input file:
```
! RIJCOSX wB97M-V def2-TZVPD def2/J DEFGRID3
* xyz 0 1
Mg 0.37028 1.05190 0.81854
C -1.87107 2.89995 -0.25000
C -0.51133 3.55096 -0.57860
N 0.45596 3.31762 0.48783
C 0.19962 4.00736 1.75784
C 0.49216 3.12913 2.99012
N 0.07474 1.73522 2.83439
C -1.32929 1.40801 3.09704
C -2.25309 1.96652 2.01747
N -1.75317 1.73186 0.64020
H -2.54214 3.63606 0.19968
H -2.33905 2.59006 -1.18456
H -0.09025 3.09636 -1.47648
H -0.66965 4.61640 -0.78638
H 1.40051 3.48209 0.16456
H 0.79795 4.91935 1.83839
H -0.84024 4.33194 1.76508
H 1.56640 3.12009 3.17513
H 0.01314 3.59171 3.86222
H 0.68449 1.10383 3.34831
H -1.39997 0.31887 3.11435
H -1.66290 1.78425 4.07206
H -3.24308 1.51928 2.13348
H -2.37257 3.03958 2.16381
H -2.29059 0.95041 0.25478
O 1.10098 0.62407 -1.08324
S 2.50700 0.64940 -0.59374
O 3.42888 1.28762 -1.48250
O 2.43942 1.19932 0.77835
C 3.05229 -1.03787 -0.35725
C 4.06010 -1.43967 -1.22197
C 4.65000 -2.69057 -1.10371
C 4.23464 -3.54249 -0.10095
C 3.22133 -3.15109 0.76483
C 2.61201 -1.90850 0.65990
S 1.30581 -1.64304 1.88812
O 0.86882 -2.96503 2.24294
O 1.85606 -0.83434 2.95575
O 0.25777 -0.89548 1.14432
H 4.39326 -0.74717 -1.98173
H 5.43620 -2.98337 -1.78682
H 4.68872 -4.51786 0.01571
H 2.87545 -3.82538 1.53525
C -1.76571 -0.95744 -4.22979
C -1.35473 -0.02204 -3.10034
N -2.18668 -0.12502 -1.90842
C -2.19231 -1.18728 -1.04753
S -3.35071 -1.25309 0.18378
N -1.24492 -2.10455 -1.21200
C -1.07961 -3.28595 -0.37041
C -1.94240 -4.44503 -0.83578
H -1.12539 -0.80838 -5.09991
H -2.79706 -0.76920 -4.53148
H -1.69271 -2.00270 -3.92869
H -1.40773 1.01817 -3.42643
H -0.31146 -0.16199 -2.80833
H -3.08773 0.32711 -1.93655
H -0.52853 -1.92926 -1.89755
H -1.30801 -3.00335 0.65347
H -0.02175 -3.54365 -0.40153
H -2.99777 -4.17431 -0.80148
H -1.78870 -5.30230 -0.17906
H -1.69175 -4.74708 -1.85451
*
```

Properties
HOMO-LUMO gap, eV: 8.51
Energy relative to the best compared isomer or geometry (same formula, charge and spin), kJ/mol: 0.0
Total energy, Ha: -2786.4841
Molecular weight, g/mol: 521.970
Lowest unoccupied orbital energy, eV: 0.221
Highest occupied orbital energy, eV: -8.29

These are the Mulliken partial charges, in e, on atoms 1 to 4: number 1, Mg, carries 3.4102; number 2, C, carries -0.6124; number 3, C, carries -0.9264; number 4, N, carries -0.3338



[2]
DFT (wB97M-V/def2-TZVPD) results for a gas-phase ion, C17H31N2O (charge +1).

ORCA input file:
```
! RIJCOSX wB97M-V def2-TZVPD def2/J DEFGRID3
* xyz 1 1
O -2.01613 -2.75121 -1.01946
C -1.59707 -2.33934 0.03598
C -2.48306 -1.70027 1.07770
C -2.36764 -0.16659 1.12096
C -2.32654 0.48583 -0.26539
C -3.67284 0.42302 -0.98889
C -4.49521 1.57085 -0.39141
C -3.47174 2.58682 0.14974
C -2.09072 1.99605 -0.16014
N -0.25171 -2.46715 0.32171
C 0.47944 -1.87022 1.40354
C 1.29845 -0.68507 0.87388
N 2.22543 -1.15039 -0.18828
C 3.17669 -0.10207 -0.70605
C 4.23252 0.27214 0.35196
C 4.22736 1.80451 0.42319
C 2.80903 2.19786 0.02127
C 2.49009 1.21314 -1.10378
C 1.45519 -1.80481 -1.28011
C 0.62463 -2.95752 -0.71552
H -3.50187 -1.97092 0.79986
H -2.28382 -2.12156 2.06414
H -1.47504 0.13241 1.67787
H -3.22594 0.21945 1.66905
H -1.54567 0.00302 -0.86501
H -3.50873 0.59534 -2.05300
H -4.16153 -0.54210 -0.88343
H -5.13485 1.20738 0.41224
H -5.14287 2.01618 -1.14362
H -3.59345 2.71954 1.22448
H -3.58988 3.56399 -0.31426
H -1.73513 2.37215 -1.12091
H -1.35438 2.25961 0.60128
H -0.19242 -1.52782 2.18717
H 1.15072 -2.62161 1.84167
H 1.87008 -0.22671 1.68085
H 0.62319 0.05566 0.44430
H 2.81180 -1.88134 0.23383
H 3.65450 -0.55940 -1.57576
H 5.21594 -0.10847 0.08297
H 3.97802 -0.14792 1.32578
H 4.50042 2.16827 1.41031
H 4.93697 2.21083 -0.29614
H 2.12269 2.07962 0.86004
H 2.74975 3.22936 -0.31534
H 2.94627 1.57107 -2.02649
H 1.42373 1.11037 -1.29127
H 2.14695 -2.17335 -2.03870
H 0.79651 -1.06331 -1.73483
H -0.00261 -3.38223 -1.50387
H 1.27442 -3.74311 -0.31407
*
```

Properties
HOMO-LUMO gap, eV: 10.13
Energy relative to the best compared isomer or geometry (same formula, charge and spin), kJ/mol: 0.0
Total energy, Ha: -850.9170
Molecular weight, g/mol: 279.448
Lowest unoccupied orbital energy, eV: -2.673
Highest occupied orbital energy, eV: -12.80
Structure (SMILES): O=C(CCC1CCCC1)N1CC[NH+](C2CCCC2)CC1

These are the Mulliken partial charges, in e, on atoms 1 to 4: number 1, O, carries -0.6159; number 2, C, carries 0.9644; number 3, C, carries -1.4542; number 4, C, carries -0.8583



[3]
DFT (wB97M-V/def2-TZVPD) results for a molecular structure, C17H31N2OPtS3Se2Si2 in a non-equilibrium geometry.

ORCA input file:
```
! RIJCOSX wB97M-V def2-TZVPD def2/J DEFGRID3
* xyz 1 1
Pt 0.67395 -0.34391 -0.79340
C 0.02786 -2.42591 4.81311
Se 0.02659 -1.67220 3.02082
C 0.08650 -3.36475 2.05360
C 1.43749 -4.06818 2.04553
Se 2.93668 -2.84110 1.85371
C 4.19546 -4.11545 1.10698
H -0.87125 -3.01761 4.96180
H 0.02887 -1.59044 5.50867
H 0.91759 -3.02790 4.97908
H -0.22396 -3.11250 1.04264
H -0.66075 -4.01817 2.49834
H 1.51815 -4.76623 1.21428
H 1.60982 -4.60898 2.97461
H 3.66858 -4.85902 0.51548
H 4.73908 -4.59382 1.91803
H 4.88781 -3.56176 0.47736
C -2.38117 -1.65883 -1.67349
Si -1.65986 -0.10119 -0.97556
C -2.50460 0.22945 0.64695
C -2.01731 1.31236 -2.13611
C -3.32652 1.74002 -2.39532
C -3.57461 2.77909 -3.28142
C -2.51282 3.41295 -3.91963
C -1.21262 2.99845 -3.66805
C -0.95561 1.94308 -2.78061
Si 0.77226 1.34219 -2.46593
C 1.87419 2.79967 -2.15643
C 1.46467 0.36184 -3.87287
H -3.45141 -1.48007 -1.83459
H -2.27746 -2.50508 -0.98662
H -1.92233 -1.93065 -2.62493
H -3.54813 0.48217 0.42588
H -2.05619 1.06239 1.19255
H -2.49537 -0.65134 1.29663
H -4.16775 1.25945 -1.90111
H -4.59217 3.09579 -3.47714
H -2.70078 4.22575 -4.61081
H -0.39166 3.50663 -4.16873
H 1.93556 3.37404 -3.08971
H 2.88677 2.49640 -1.88247
H 1.48727 3.46022 -1.38027
H 1.53428 1.01842 -4.74924
H 0.83050 -0.48930 -4.12155
H 2.47030 -0.00600 -3.64696
O 0.75970 -2.72446 -2.54548
S 1.74987 -3.08897 -1.54877
N 1.91090 -2.15790 -0.40692
S 2.12086 0.97110 0.70324
C 1.01143 1.91904 1.56342
N 1.03290 2.01153 2.87854
C 0.26707 3.11020 3.47409
C -0.86528 3.37751 2.48999
S -0.19750 2.92618 0.85985
H 1.81702 1.59945 3.36617
H 0.90661 3.98337 3.60146
H -0.11936 2.81373 4.44592
H -1.16784 4.42020 2.47721
H -1.73229 2.74905 2.68817
*
```

Properties
HOMO-LUMO gap (spin up / spin down), eV: 3.83 / 3.83
Energy relative to the best compared isomer or geometry (same formula, charge and spin), kJ/mol: 180.4
Total energy, Ha: -7546.5876
Molecular weight, g/mol: 784.819
Lowest unoccupied orbital energy (spin up / spin down), eV: -5.558 / -5.557
Highest occupied orbital energy (spin up / spin down), eV: -9.39 / -9.39

These are the Mulliken partial charges, in e, on atoms 1 to 4: number 1, Pt, carries 0.0731; number 2, C, carries -1.0487; number 3, Se, carries 0.1397; number 4, C, carries -0.4267



[4]
DFT (wB97M-V/def2-TZVPD) results for a molecular structure, C17H31N3OsP2 in a non-equilibrium geometry.

ORCA input file:
```
! RIJCOSX wB97M-V def2-TZVPD def2/J DEFGRID3
* xyz 2 5
P 0.22825 -2.22198 1.19207
P 0.34606 2.06498 1.71085
C 1.50031 0.79513 -0.34867
C 1.46638 2.21483 0.23289
H 1.18020 0.92859 -1.46039
H 2.41060 0.10584 -0.29927
H 2.52700 2.44988 0.47457
H 1.06106 2.91717 -0.56728
C -1.24379 2.64967 1.00468
H -1.82619 2.96352 1.88621
H -1.71413 1.77365 0.49877
H -1.12985 3.48194 0.27803
C 1.06458 3.25928 2.84486
H 1.07913 4.27825 2.38585
H 2.10833 2.93039 3.04588
H 0.48599 3.28216 3.78479
C -0.76789 -3.57721 0.51510
H -0.67304 -4.42782 1.21018
H -0.42177 -3.83952 -0.49959
H -1.81449 -3.20439 0.45485
C 1.99434 -2.54690 0.80870
H 2.64611 -2.01488 1.54115
H 2.21431 -2.13033 -0.19178
H 2.08955 -3.64789 0.82484
Os -0.50893 0.07074 -0.81365
C 0.09809 1.38269 -2.61963
C -1.27781 1.39099 -2.12593
C -2.33837 0.63289 -2.93440
C -1.90195 -0.81647 -3.06230
C -1.18692 -1.33384 -1.87368
C 0.28245 -1.42756 -1.83961
C 1.13265 -0.85533 -2.96078
C 0.71516 0.44516 -3.61196
C 0.11198 -2.74804 2.97432
H 0.67129 2.34848 -2.57623
H -1.58633 2.40314 -1.77863
H -2.59530 1.01586 -3.93287
H -3.27196 0.76738 -2.38399
H -2.79902 -1.45255 -3.12593
H -1.23843 -0.95703 -3.91590
H -1.87425 -1.92454 -1.22041
H 0.64812 -2.40042 -1.49772
H 1.11242 -1.63046 -3.71928
H 2.18915 -0.76952 -2.64211
H 1.64397 0.94226 -3.93814
H 0.19609 0.29478 -4.57734
H 1.04608 -2.37784 3.40785
H -0.04622 -3.81002 3.27233
H -0.71473 -2.05195 3.25240
N -0.43416 0.35365 2.29739
C -0.81383 0.51093 3.49063
N -1.03249 1.22885 4.48781
C -0.67219 1.14607 5.75145
N -0.36563 1.13730 6.88904
*
```

Properties
HOMO-LUMO gap (spin up / spin down), eV: 4.18 / 4.96
⟨S²⟩: 6.05
Energy relative to the best compared isomer or geometry (same formula, charge and spin), kJ/mol: 568.3
Total energy, Ha: -1602.9723
Molecular weight, g/mol: 529.634
Lowest unoccupied orbital energy (spin up / spin down), eV: -8.426 / -9.776
Highest occupied orbital energy (spin up / spin down), eV: -12.61 / -14.74

These are the Mulliken partial charges, in e, on atoms 1 to 4: number 1, P, carries 0.9680; number 2, P, carries 0.3242; number 3, C, carries -0.5225; number 4, C, carries -0.8126